106
Properties=species:S:1:pos:R:3:forces:R:3 method="wB97M-V/def2-TZVPD" total_energy_ev=-127061.050 orbital_gap_ha=0.2214 total_charge=-1
O -1.323 2.837 1.655 0.48 1.12 -0.07
P -1.638 4.287 0.828 -0.15 0.04 -0.88
O -0.702 5.496 1.450 -0.28 -1.25 0.26
S -1.093 4.114 -1.054 0.38 -0.13 0.14
Ga -3.977 4.668 0.860 -1.00 0.59 0.15
H -2.188 2.425 1.778 -0.05 0.01 0.15
H -1.058 5.827 2.290 -0.02 0.10 0.02
H -4.563 4.059 -0.472 0.29 -0.19 0.33
H -4.186 6.268 0.856 0.24 -0.06 0.03
H -4.704 4.100 2.171 0.26 -0.16 0.15
C -1.472 1.602 -3.929 0.08 0.19 0.12
O -0.426 2.488 -4.302 -0.06 -0.02 -0.16
H -1.394 0.705 -4.542 0.07 0.04 -0.06
H -1.381 1.327 -2.876 -0.13 -0.02 0.01
H -2.448 2.066 -4.099 -0.07 -0.12 0.08
H -0.516 3.271 -3.747 0.10 -0.05 0.13
C -4.708 4.994 -3.758 -0.23 -0.19 0.08
O -5.312 4.408 -2.617 -0.10 0.04 -0.33
H -3.632 5.034 -3.599 -0.02 -0.06 0.16
H -4.917 4.393 -4.650 0.08 0.15 -0.12
H -5.081 6.011 -3.904 0.15 0.03 -0.24
H -6.262 4.378 -2.775 0.01 -0.01 -0.04
C 2.243 1.645 2.768 -0.32 0.21 -0.08
O 1.677 2.923 2.542 0.20 -0.07 0.25
H 3.327 1.743 2.723 0.00 0.03 0.00
H 1.963 1.261 3.755 0.09 -0.13 -0.01
H 1.920 0.936 2.000 0.09 -0.10 0.05
H 0.717 2.833 2.574 -0.12 0.10 -0.28
C -6.161 1.199 0.013 0.05 -0.24 0.21
O -5.509 0.828 1.226 -0.04 0.10 -0.02
H -6.073 2.276 -0.102 0.11 -0.01 0.05
H -5.679 0.709 -0.838 -0.09 0.11 -0.11
H -7.220 0.920 0.053 -0.01 0.04 -0.13
H -5.585 -0.125 1.320 0.06 -0.02 0.03
C -0.755 -0.356 1.874 0.10 -0.26 0.27
O -1.619 -1.258 2.570 -0.09 0.01 -0.15
H -1.253 -0.028 0.965 -0.09 0.00 0.05
H -0.541 0.515 2.495 0.04 0.08 -0.15
H 0.178 -0.864 1.612 0.02 0.10 -0.07
H -1.159 -1.533 3.367 -0.01 -0.04 0.01
C 2.250 -3.033 0.182 -0.04 -0.26 0.19
O 1.753 -3.114 1.525 0.02 0.23 0.20
H 2.394 -1.984 -0.071 -0.05 0.03 0.15
H 3.203 -3.557 0.108 -0.02 0.08 -0.20
H 1.530 -3.476 -0.505 0.11 0.07 -0.15
H 1.633 -4.045 1.727 -0.05 -0.02 -0.02
C -0.025 6.881 5.080 0.10 -0.02 -0.27
O -0.288 7.145 3.703 -0.08 0.02 0.14
H -0.933 7.086 5.643 -0.04 0.00 -0.08
H 0.255 5.833 5.219 0.02 0.03 0.14
H 0.779 7.520 5.444 0.00 -0.08 0.13
H 0.520 6.958 3.214 -0.04 -0.02 -0.10
C 1.691 -5.731 -3.271 -0.31 0.02 0.10
O 1.397 -5.386 -1.920 0.03 -0.17 -0.04
H 2.771 -5.705 -3.398 0.00 0.01 0.06
H 1.329 -6.739 -3.488 0.08 0.01 -0.16
H 1.231 -5.018 -3.960 0.06 -0.03 -0.06
H 0.439 -5.414 -1.816 -0.01 0.02 0.06
C 3.000 8.794 7.190 0.13 -0.25 0.04
O 2.793 7.425 6.861 -0.01 0.16 0.04
H 2.175 9.366 6.772 -0.02 -0.05 -0.02
H 3.016 8.934 8.274 -0.01 0.12 -0.01
H 3.938 9.159 6.761 -0.03 0.11 0.02
H 3.523 6.923 7.231 -0.02 -0.08 -0.04
C 1.816 -9.500 -1.878 0.01 0.38 0.05
O 2.867 -8.603 -2.222 0.08 -0.15 0.04
H 1.902 -10.382 -2.510 0.05 0.02 -0.02
H 1.896 -9.802 -0.830 -0.10 -0.10 -0.02
H 0.848 -9.024 -2.053 -0.10 -0.19 0.05
H 2.771 -7.828 -1.659 0.02 0.09 -0.09
C -1.827 -3.319 -0.061 -0.32 -0.08 -0.19
O -2.200 -4.510 -0.767 0.27 -0.09 0.02
H -0.837 -3.467 0.365 -0.02 -0.04 0.00
H -1.798 -2.471 -0.750 0.07 0.09 0.13
H -2.535 -3.118 0.744 0.13 0.13 0.06
H -3.074 -4.365 -1.136 -0.01 -0.01 -0.02
C 5.627 -2.637 -1.749 0.06 -0.16 0.12
O 5.389 -3.682 -0.807 -0.03 -0.01 -0.04
H 4.674 -2.364 -2.197 -0.05 -0.06 0.08
H 6.052 -1.764 -1.249 0.00 0.07 -0.13
H 6.308 -2.976 -2.530 0.00 0.15 -0.05
H 6.234 -3.917 -0.417 0.01 -0.02 0.00
C 8.891 -0.511 -1.886 0.12 -0.21 0.04
O 8.754 -1.898 -2.184 0.01 0.08 0.01
H 8.016 0.003 -2.276 -0.02 -0.05 -0.02
H 8.944 -0.350 -0.806 -0.02 0.11 -0.02
H 9.786 -0.100 -2.360 -0.04 0.10 0.02
H 9.529 -2.347 -1.837 0.01 -0.04 -0.03
C 3.158 -4.643 4.728 -0.09 0.34 -0.19
O 2.472 -3.437 5.034 0.05 -0.08 0.09
H 3.084 -5.310 5.584 -0.05 0.06 0.05
H 2.702 -5.128 3.860 0.13 -0.14 0.01
H 4.213 -4.441 4.523 0.03 -0.16 -0.03
H 2.543 -2.861 4.265 -0.09 -0.01 -0.03
C -0.955 -8.780 -4.838 -0.21 0.04 0.15
O -1.302 -8.431 -3.502 0.14 -0.04 -0.08
H 0.130 -8.760 -4.918 0.01 0.01 0.06
H -1.310 -9.786 -5.080 0.06 0.00 -0.10
H -1.377 -8.064 -5.548 0.07 -0.04 -0.08
H -2.260 -8.450 -3.435 -0.01 0.05 0.09
C -7.621 6.856 -3.223 -0.27 -0.02 -0.12
O -7.972 5.674 -3.945 0.18 0.04 0.12
H -6.643 6.705 -2.775 -0.03 -0.06 0.05
H -7.578 7.715 -3.899 0.05 0.06 0.09
H -8.348 7.047 -2.430 0.08 0.09 0.04
H -8.838 5.823 -4.332 -0.03 -0.10 -0.03

---

70
Properties=species:S:1:pos:R:3:forces:R:3 method="wB97M-V/def2-TZVPD" total_energy_ev=-62601.179 orbital_gap_ha=0.2244 total_charge=+3 e_above_lowest_kcal_mol=19.4
Zr 0.608 0.214 -0.480 1.69 -0.12 0.33
Cl -6.611 -0.082 -0.210 0.07 0.04 0.07
C -4.947 0.308 -0.260 0.43 -0.07 -0.08
C -4.460 1.469 0.368 -0.16 -0.32 -0.28
C -3.131 1.821 0.275 0.65 -0.09 -0.30
C -2.199 0.999 -0.378 -2.30 -0.26 -0.03
O -0.912 1.333 -0.450 -0.51 0.13 0.14
C -2.690 -0.182 -1.019 0.32 0.66 0.43
C -1.865 -0.881 -1.936 -0.35 0.29 -0.02
N -0.562 -0.770 -1.989 -0.34 0.01 -0.20
C 0.127 -1.171 -3.153 0.67 -0.49 -1.09
C -0.379 -2.037 -4.107 0.18 0.39 0.59
C 0.332 -2.328 -5.275 0.26 0.08 -0.16
C 1.555 -1.758 -5.511 -0.27 -0.08 0.14
C 2.121 -0.879 -4.560 -0.24 0.07 0.41
C 3.381 -0.277 -4.754 -0.16 0.04 0.36
C 3.909 0.496 -3.749 -0.16 -0.09 -0.02
C 3.173 0.691 -2.576 0.17 0.12 0.02
N 1.943 0.216 -2.369 0.06 -0.07 -0.16
C 1.415 -0.588 -3.351 -0.49 -0.42 -0.65
C -4.063 -0.490 -0.962 -0.19 0.21 0.13
H -5.151 2.104 0.903 -0.05 0.08 0.03
H -2.794 2.756 0.700 0.03 0.02 0.07
H -2.404 -1.424 -2.713 0.24 -0.11 0.14
H -1.337 -2.511 -3.962 -0.05 -0.08 -0.02
H -0.111 -3.000 -5.993 0.02 -0.09 -0.10
H 2.101 -1.989 -6.413 0.06 0.06 -0.09
H 3.914 -0.445 -5.679 0.09 -0.01 -0.06
H 4.881 0.952 -3.851 0.08 0.06 0.07
H 3.644 1.259 -1.779 -0.19 0.03 -0.01
H -4.426 -1.359 -1.488 -0.10 -0.11 -0.06
C 0.294 4.126 0.960 0.14 -0.08 -0.12
C 0.709 3.853 -0.337 0.09 -0.08 -0.01
C 1.604 2.814 -0.584 0.43 0.22 -0.07
C 2.067 2.006 0.485 0.29 0.62 -0.02
C 1.631 2.296 1.788 0.22 -0.03 0.00
C 0.762 3.358 2.017 0.19 -0.02 -0.07
H -0.354 4.969 1.149 -0.07 0.07 0.03
H 0.383 4.487 -1.150 0.02 -0.03 -0.03
H 2.035 2.752 -1.583 -0.16 -0.13 0.25
H 2.932 1.331 0.362 -0.29 0.14 -0.05
H 2.042 1.753 2.632 -0.09 -0.06 -0.08
H 0.475 3.612 3.027 0.01 -0.05 0.10
O -3.452 1.013 6.879 -0.29 -0.11 0.79
C -3.346 1.500 5.662 0.25 0.06 -0.92
O -4.019 2.408 5.266 -0.03 0.01 0.26
C -2.357 0.868 4.698 0.07 -0.01 -0.28
C -2.059 1.600 3.547 -0.02 -0.07 0.36
C -1.229 1.087 2.574 0.34 -0.60 -0.05
C -0.679 -0.198 2.704 -1.05 0.91 1.00
C -0.991 -0.933 3.864 0.24 -0.01 -0.47
C -1.811 -0.404 4.840 -0.06 0.32 -0.03
N 0.157 -0.659 1.658 0.90 -1.27 -0.59
C 0.772 -1.788 1.841 -0.39 0.39 0.36
C 1.660 -2.417 0.897 0.64 -0.75 -0.21
C 2.268 -3.621 1.275 -0.39 0.69 -0.03
C 3.145 -4.248 0.408 0.07 0.21 -0.42
C 3.366 -3.656 -0.828 -0.16 -0.09 0.45
C 2.724 -2.460 -1.127 0.10 0.20 -0.32
N 1.888 -1.814 -0.300 -0.13 -0.49 0.54
H -2.857 0.296 7.132 0.06 0.15 -0.25
H -2.498 2.581 3.448 -0.06 0.08 -0.02
H -0.972 1.666 1.697 -0.20 -0.09 0.38
H -0.625 -1.931 4.045 0.02 -0.10 -0.06
H -2.032 -1.011 5.705 -0.02 -0.10 0.05
H 0.653 -2.345 2.766 -0.03 0.17 -0.05
H 2.064 -4.054 2.243 -0.08 0.04 0.09
H 3.640 -5.162 0.694 0.05 -0.13 -0.02
H 4.032 -4.114 -1.544 0.01 0.09 -0.10
H 2.915 -2.008 -2.089 -0.04 0.06 0.04

---

16
Properties=species:S:1:pos:R:3:forces:R:3 method="wB97M-V/def2-TZVPD" total_energy_ev=-8867.020 orbital_gap_ha=0.3757 total_charge=0 e_above_lowest_kcal_mol=50.6
C 0.036 -0.662 -0.018 0.38 -0.01 0.52
C 1.251 0.192 0.370 -0.05 -0.40 0.21
C -0.644 1.205 -0.180 -0.66 0.57 -0.25
C -0.460 0.100 -1.282 0.05 -0.08 1.20
C -1.072 0.089 0.784 -0.49 -0.65 -0.76
H 0.373 -2.420 0.923 0.26 -0.10 0.56
H -0.646 -2.525 -0.315 0.37 0.05 -0.01
H 1.574 0.064 1.405 0.05 -0.31 0.02
H 2.088 0.023 -0.298 0.22 0.09 -0.17
H -1.246 2.130 -0.310 0.67 -0.62 0.00
H -1.367 -0.374 -1.665 -0.07 0.40 0.09
H 0.255 0.273 -2.065 0.33 0.18 -0.34
H -0.950 0.227 1.858 -0.02 0.07 -0.07
H -2.044 -0.380 0.503 0.49 0.60 0.41
N 0.225 -2.085 -0.009 -0.62 0.01 -0.75
O 0.715 1.504 0.248 -0.90 0.20 -0.65

---

74
Properties=species:S:1:pos:R:3:forces:R:3 method="wB97M-V/def2-TZVPD" total_energy_ev=-52518.551 orbital_gap_ha="0.1091 / 0.1172" total_charge=-2 spin_multiplicity=4 e_above_lowest_kcal_mol=0.0
Tc 0.000 0.000 0.000 1.15 0.33 0.88
Cl 1.087 -0.401 -1.982 0.40 -0.02 -1.37
C -1.739 -0.842 -0.413 0.27 0.00 0.10
C -2.322 -0.537 -1.648 -0.98 -0.49 0.01
C -3.564 -1.081 -1.983 0.03 0.00 0.08
C -4.244 -1.946 -1.117 0.22 0.19 -0.06
C -3.639 -2.250 0.106 0.23 0.18 0.11
C -2.402 -1.705 0.462 -1.08 -0.31 -0.31
H -1.810 0.111 -2.349 0.00 -0.05 -0.01
H -4.005 -0.830 -2.946 -0.09 -0.04 0.00
H -4.144 -2.916 0.803 -0.04 0.00 -0.05
H -1.980 -1.946 1.431 0.11 0.03 -0.05
C -5.572 -2.550 -1.505 0.09 -0.04 -0.06
H -6.124 -2.892 -0.623 0.03 0.04 -0.07
H -5.432 -3.416 -2.164 -0.08 0.03 0.04
H -6.196 -1.828 -2.042 0.02 -0.06 0.05
C 2.184 -0.078 -8.567 -0.28 0.38 0.22
N 2.252 -0.140 -7.178 -0.09 0.15 -0.01
H 1.073 1.368 -9.816 0.04 -0.06 0.09
N 0.993 1.520 -7.638 0.02 -0.02 0.03
H 2.691 -0.763 -9.226 -0.07 0.08 0.07
C 3.020 -1.135 -6.374 -0.11 0.01 0.10
C 3.736 -2.120 -7.302 -0.03 0.10 0.04
C 4.042 -0.367 -5.523 -0.11 -0.07 -0.06
H 4.454 -1.611 -7.954 -0.04 -0.04 0.04
H 4.289 -2.840 -6.690 -0.09 0.10 -0.05
H 3.027 -2.679 -7.921 0.06 0.05 0.07
H 2.561 -2.591 -4.831 -0.11 0.15 -0.03
H 1.298 -2.432 -6.076 0.07 0.05 0.01
H 3.520 0.363 -4.900 0.07 -0.16 0.00
C 2.026 -1.881 -5.472 0.13 0.14 -0.10
H 4.753 0.165 -6.164 -0.05 -0.04 0.01
H 4.597 -1.062 -4.884 -0.12 0.11 -0.05
H 1.489 -1.161 -4.849 0.09 -0.17 0.08
C 1.382 0.980 -8.859 0.20 -0.26 0.27
C 0.893 3.759 -6.652 -0.10 -0.10 -0.05
H 1.764 4.092 -7.226 -0.08 -0.05 0.04
H 0.256 4.626 -6.445 0.06 -0.10 -0.01
C 0.103 2.702 -7.436 0.11 -0.19 0.09
H -1.776 3.092 -6.422 0.08 -0.09 -0.01
C -0.338 3.265 -8.790 0.03 -0.03 0.08
H -0.905 2.528 -9.368 0.06 0.08 0.07
H 1.240 3.329 -5.709 -0.06 0.07 -0.11
H -0.787 1.798 -5.686 -0.07 0.06 -0.10
H 0.519 3.601 -9.384 -0.08 -0.04 0.06
H -0.986 4.128 -8.617 0.07 -0.10 0.00
C -1.119 2.240 -6.629 0.14 0.07 -0.06
H -1.685 1.487 -7.187 0.08 0.07 0.06
C 1.520 0.844 -6.570 0.15 -0.11 -0.76
C 1.105 -0.267 1.681 -1.65 0.37 3.61
C 0.609 -0.207 2.889 2.42 -0.21 -6.34
C 0.204 -0.163 4.144 -0.94 -0.06 4.13
C 0.082 1.192 4.794 -0.03 -1.54 -0.32
C 0.304 1.377 6.178 -0.14 0.91 0.08
C 0.206 2.644 6.759 -0.08 -0.31 -0.66
C -0.110 3.753 5.976 -0.01 0.12 0.10
C -0.319 3.599 4.606 0.22 -0.87 0.14
C -0.216 2.334 4.016 -0.07 0.64 0.52
C 0.070 -1.468 4.892 0.04 1.60 -0.56
C -0.673 -1.564 6.090 0.08 -0.93 0.25
C -0.792 -2.780 6.768 0.33 0.29 -0.62
C -0.184 -3.928 6.262 -0.05 -0.14 0.14
C 0.536 -3.865 5.071 -0.26 0.86 -0.01
C 0.659 -2.653 4.387 -0.12 -0.58 0.52
H 0.584 0.558 6.822 0.01 -0.20 -0.15
H 0.384 2.767 7.820 0.04 -0.01 0.08
H -0.185 4.733 6.431 -0.02 0.09 0.04
H -0.558 4.462 3.998 -0.02 0.02 -0.08
H -0.385 2.250 2.950 0.10 -0.28 -0.01
H -1.187 -0.710 6.507 0.04 0.17 -0.16
H -1.363 -2.833 7.686 -0.07 0.02 0.07
H -0.278 -4.869 6.790 -0.01 -0.09 0.06
H 1.002 -4.758 4.675 0.04 -0.04 -0.06
H 1.229 -2.647 3.468 -0.09 0.33 -0.08